The following is a DFT calculation (wB97M-V/def2-TZVPD) of a molecular structure, C44H50N5O7S3V.

Last column: Mulliken charge in e.
Cartesian coordinates (Å):
V: -1.52428 -0.78874 -0.44783  -1.4609
C: 3.21141 1.99267 4.07333  -1.4174
C: 2.03488 1.24281 4.71623  1.9866
C: 1.56652 2.04264 5.93355  -2.2020
C: 2.51140 -0.13795 5.19538  -1.5603
C: 0.91824 1.04295 3.68726  -0.1278
C: 1.21382 0.41623 2.48800  -0.8950
C: 0.19217 0.20009 1.57144  0.4847
N: 0.22678 -0.31791 0.28325  0.9363
C: 1.31113 -0.91225 -0.37883  -0.1068
C: 2.66990 -0.82357 -0.10598  -0.6147
C: 3.55527 -1.54961 -0.88502  -0.3778
C: 3.03849 -2.34851 -1.91075  -0.0983
C: 1.69073 -2.43494 -2.24845  0.0526
C: 0.84803 -1.66720 -1.46481  0.4394
O: -0.50267 -1.54730 -1.57264  -0.7235
C: 1.25873 -3.33773 -3.40863  2.1278
C: 1.59896 -4.79026 -3.04180  -1.6884
C: 2.01932 -2.92386 -4.67892  -1.7019
C: -0.24191 -3.25974 -3.70899  -1.8195
C: 5.06512 -1.49129 -0.66519  2.0898
C: 5.59935 -2.90557 -0.39590  -1.6747
C: 5.73394 -0.92269 -1.92742  -1.6365
C: 5.43868 -0.60257 0.52247  -2.0081
C: -1.13715 0.52392 1.90869  -0.2006
O: -1.97357 0.03775 0.96471  0.4219
C: -1.46311 1.24569 3.04640  0.3890
C: -0.39584 1.47218 3.91343  -0.4362
C: -2.84406 1.81516 3.38223  2.0318
C: -2.71381 3.34448 3.50759  -1.7455
C: -3.33295 1.22151 4.71196  -1.7244
C: -3.89003 1.51152 2.30838  -1.8128
H: 3.98339 2.18210 4.82265  0.4694
H: 2.88679 2.95368 3.66616  0.3493
H: 3.67160 1.41806 3.26522  0.1935
H: 2.39684 2.14773 6.63388  0.4564
H: 0.75291 1.53822 6.46128  0.3976
H: 1.23557 3.04731 5.65625  0.3772
H: 3.33972 -0.02328 5.89945  0.4509
H: 2.85658 -0.75598 4.36234  0.2660
H: 1.70336 -0.67385 5.70032  0.3625
H: 2.22246 0.10498 2.27479  0.5286
H: 3.02858 -0.18133 0.67827  0.7491
H: 3.73461 -2.93427 -2.49872  0.3968
H: 2.66771 -4.92429 -2.86033  0.3165
H: 1.30865 -5.45434 -3.85913  0.4766
H: 1.05871 -5.09785 -2.14295  0.3351
H: 3.09624 -3.07272 -4.58266  0.3250
H: 1.84123 -1.87217 -4.91458  0.3727
H: 1.67510 -3.52376 -5.52372  0.4838
H: -0.84761 -3.60145 -2.86852  0.2242
H: -0.45785 -3.90709 -4.55988  0.5729
H: -0.54944 -2.24622 -3.97679  0.2785
H: 5.42695 -3.57435 -1.24118  0.3355
H: 5.12019 -3.34149 0.48437  0.3618
H: 6.67598 -2.86639 -0.21630  0.4598
H: 5.57726 -1.57163 -2.79203  0.3482
H: 6.81063 -0.82586 -1.76931  0.4454
H: 5.33204 0.06405 -2.17001  0.3575
H: 5.00593 -0.97512 1.45659  0.3610
H: 5.11860 0.43246 0.37293  0.3687
H: 6.52305 -0.59705 0.63990  0.5371
H: -0.61123 2.00489 4.82890  0.4714
H: -2.07359 3.63527 4.34321  0.3537
H: -3.69963 3.78649 3.66835  0.4660
H: -2.29362 3.77400 2.59429  0.3507
H: -2.65740 1.45421 5.53814  0.3185
H: -3.42145 0.13438 4.63852  0.3419
H: -4.31721 1.62775 4.95828  0.4759
H: -3.58876 1.86459 1.32003  0.2744
H: -4.81951 2.01997 2.57068  0.5594
H: -4.10553 0.44365 2.23602  0.0595
O: -2.41473 -4.43299 -0.39069  -0.7415
S: -2.47652 -3.20673 0.33096  1.2386
O: -1.19077 -2.63859 0.78436  -0.5459
N: -3.19060 -1.98054 -0.51773  -0.3536
C: -4.39856 -1.59633 0.06128  0.5110
S: -5.33374 -0.40795 -0.52930  -0.2420
C: -4.65598 -2.34642 1.32303  0.2313
C: -5.70901 -2.17130 2.20413  -0.5817
C: -5.69393 -2.88195 3.39469  -0.6363
C: -4.64625 -3.74904 3.70879  -0.5627
C: -3.59503 -3.94449 2.82466  -0.8414
C: -3.63944 -3.23698 1.63914  0.3395
H: -6.51068 -1.48681 1.95601  0.5064
H: -6.50622 -2.75679 4.09974  0.4171
H: -4.64974 -4.27600 4.65472  0.4320
H: -2.78013 -4.62096 3.05178  0.5053
O: -2.46662 3.06476 -8.02536  -0.6657
S: -2.09041 4.46542 -8.03114  1.1818
O: -3.18923 5.39676 -7.82744  -0.6748
O: -1.13656 4.84087 -9.05145  -0.6721
C: -1.19348 4.68147 -6.46456  0.0453
N: -0.38550 5.75346 -6.32000  -0.4612
C: 0.18628 5.91599 -5.13989  -0.3225
C: -0.00931 5.04359 -4.07629  -0.6404
C: -0.84790 3.98037 -4.32242  0.2206
N: -1.43281 3.78955 -5.49408  -0.2968
C: -1.15732 2.92683 -3.32235  1.5248
C: -1.75513 1.74917 -3.76084  -1.2451
C: -1.98884 0.73854 -2.86327  -0.3678
N: -1.67413 0.83883 -1.55758  0.7318
C: -1.18905 2.01302 -1.11518  -0.1847
C: -0.90328 3.05791 -1.95656  -1.1849
H: 0.83551 6.78004 -5.03455  0.4140
H: 0.49041 5.19340 -3.12696  0.3116
H: -2.02744 1.65401 -4.80554  0.7078
H: -2.45528 -0.18853 -3.17064  0.6482
H: -1.00670 2.10362 -0.05407  0.2912
H: -0.50322 3.97362 -1.54328  0.4073

As for the energy above the lowest of the compared OMol25 structures with the same formula, charge and spin: 13.4 kcal per mole. The calculation puts the orbital gap (alpha / beta) at 3.853 / 3.896 eV.

***

The following is a DFT calculation (wB97M-V/def2-TZVPD) of a molecular structure, C44H50N6O5SeSiSn.

Last column: Mulliken charge in e.
Cartesian coordinates (Å):
Sn: 0.30202 0.41802 -0.84399  1.5718
O: -3.18678 0.82110 -3.95340  -0.8347
C: -2.49821 0.63638 -2.93112  -0.1119
N: -1.22653 0.94023 -2.72864  0.0868
C: -0.53864 1.34621 -3.93243  -1.5289
C: 0.46607 0.30012 -4.33352  1.0291
C: 1.13205 0.36481 -5.56062  -1.1071
C: 1.96633 -0.66589 -5.92372  -0.3450
C: 2.11724 -1.75070 -5.06224  -0.8604
C: 1.46215 -1.70835 -3.85222  -0.2125
N: 0.66110 -0.70225 -3.49122  0.3352
C: -3.18271 -0.05486 -1.76830  0.4297
C: -4.56915 -0.00542 -1.65512  -0.7250
C: -5.17847 -0.69978 -0.62752  -0.4490
C: -4.38847 -1.43723 0.24457  -0.9852
C: -3.01688 -1.42280 0.05714  -0.0840
N: -2.42385 -0.74418 -0.92172  0.2659
H: -1.24483 1.44108 -4.76363  0.5808
H: -0.03437 2.30652 -3.80920  0.0550
H: 0.98884 1.22849 -6.19629  0.4050
H: 2.50050 -0.63507 -6.86613  0.3765
H: 2.75582 -2.58711 -5.31360  0.4083
H: 1.57787 -2.49597 -3.12141  0.3072
H: -5.12234 0.57462 -2.37997  0.5122
H: -6.25405 -0.66494 -0.50061  0.4111
H: -4.82387 -2.00377 1.05730  0.4304
H: -2.34988 -1.95967 0.72208  0.4743
C: -1.82426 -0.09665 3.21088  -0.9747
O: -0.81752 -0.82107 2.51688  0.2085
C: 0.41449 -0.91368 3.19484  -0.7769
C: 1.27513 0.33027 3.20086  -0.6088
O: 1.68516 0.69646 1.89562  0.5522
C: 2.63822 1.73551 1.96000  -1.0401
H: -1.71068 -0.28516 4.29158  0.2978
H: -2.77388 -0.51760 2.88170  0.3854
H: -1.12642 1.81342 3.38920  0.2552
H: 0.96913 -1.72155 2.71010  0.0993
H: 0.22849 -1.19464 4.24066  0.5902
H: 2.18090 0.08298 3.78174  0.3747
H: 0.77972 1.15796 3.72020  0.1907
H: 3.51988 1.40811 2.52949  0.3095
H: 2.21055 2.62772 2.42507  0.2694
H: 2.93518 1.96021 0.93665  0.0378
Se: -1.07571 2.36962 5.80201  -0.4201
N: -1.85195 1.30716 2.89479  0.7157
C: -3.12291 1.90395 3.14228  -0.7106
C: -4.01071 1.92007 2.07218  0.0449
C: -5.29986 2.41764 2.17925  -0.6789
C: -5.71445 2.92028 3.41023  -0.3271
C: -4.85397 2.90440 4.48748  -0.2438
C: -3.52877 2.40226 4.41722  0.1205
N: -2.86122 2.39823 5.61223  -0.8832
H: -3.63654 1.54351 1.12544  0.4356
H: -5.95623 2.42881 1.31774  0.4047
H: -6.71575 3.32014 3.53230  0.3179
H: -5.16921 3.27672 5.45500  0.3787
C: 1.09381 -5.68512 0.61217  -1.0042
Si: -0.40081 -4.72908 -0.00602  -0.1003
C: -1.21008 -5.67212 -1.41839  -1.1200
C: -1.65120 -4.70178 1.40492  -0.8645
C: 0.10336 -3.05531 -0.55294  -0.6133
H: 0.88152 -6.75335 0.70215  0.3715
H: 1.40342 -5.31136 1.59095  0.2857
H: 1.94527 -5.55392 -0.05806  0.2256
H: -1.52222 -6.66969 -1.10101  0.3121
H: -0.53272 -5.77937 -2.26846  0.3040
H: -2.09467 -5.13463 -1.76868  0.3175
H: -1.74992 -5.69346 1.85373  0.4386
H: -2.63531 -4.38624 1.05090  0.2188
H: -1.34472 -4.00105 2.18550  0.1772
H: -0.35071 -2.52499 -1.38375  0.6578
H: 0.85465 -2.49184 -0.00850  0.3135
C: 7.78610 0.64591 -2.21999  -0.4627
C: 6.87140 1.20356 -3.10471  -0.6208
C: 5.51078 1.09888 -2.86037  -0.5783
C: 5.01976 0.42479 -1.73466  0.4537
C: 5.95535 -0.09881 -0.83589  0.0700
C: 7.31637 0.00432 -1.08068  -0.8251
C: 3.55028 0.34162 -1.57225  -0.1137
C: 2.81097 -0.49716 -0.83235  0.1992
C: 3.40069 -1.65314 -0.16039  -0.6174
C: 4.01187 -2.67973 -0.91067  0.0640
C: 4.53009 -3.81421 -0.31132  -1.0406
C: 4.46016 -3.98437 1.06675  -0.6349
C: 3.86172 -2.98773 1.82680  -0.6989
C: 3.34173 -1.84928 1.22937  1.2050
H: 8.85025 0.71836 -2.41152  0.3565
H: 7.22038 1.73180 -3.98496  0.3850
H: 4.79376 1.54868 -3.53870  0.4861
H: 5.61214 -0.58399 0.06769  0.4284
H: 8.01942 -0.41427 -0.36929  0.3985
H: 3.04482 1.06919 -2.19474  -0.6941
H: 4.10318 -2.54896 -1.98076  0.4937
H: 5.01421 -4.56888 -0.92243  0.3328
H: 4.85313 -4.87789 1.53590  0.3017
H: 3.79819 -3.09930 2.90410  0.3916
H: 2.89421 -1.07371 1.83322  0.1095
O: 2.29713 2.83596 -3.42339  -0.6454
C: 1.93466 3.30855 -2.35483  -0.0930
C: 2.25478 4.75143 -1.95492  -0.8502
C: 1.46568 4.95139 -0.67237  -0.6793
C: 0.95011 3.54752 -0.35526  0.1144
O: 0.36146 3.26139 0.66666  -0.6195
N: 1.23240 2.67420 -1.37545  0.5748
H: 1.98305 5.42102 -2.77054  0.3193
H: 3.33464 4.82170 -1.81076  0.2433
H: 0.59959 5.60209 -0.80179  0.2814
H: 2.04250 5.32800 0.17145  0.2849

As for the energy above the lowest of the compared OMol25 structures with the same formula, charge and spin: 26.1 kcal per mole. The charge is -2. The calculation puts the orbital gap (alpha / beta) at 5.583 / 5.042 eV.

***

The following is a DFT calculation (wB97M-V/def2-TZVPD) of a molecular structure, C44H51AlNS.

Last column: Mulliken charge in e.
Cartesian coordinates (Å):
C: -1.35116 3.03594 0.03861  -0.6126
N: -1.56910 2.99828 -1.39595  -0.4231
C: -2.32186 1.80776 -1.83061  -0.3480
Al: -1.71708 -0.02303 -1.25790  0.2231
S: 0.51948 -0.41559 -1.71048  -0.5052
H: -0.75646 3.91292 0.31182  0.3200
H: -0.79973 2.14059 0.33387  0.2350
H: -2.27990 3.03269 0.63591  0.0200
H: -2.07244 3.83752 -1.66728  0.2391
H: -2.32394 1.79729 -2.92692  0.4012
H: -3.38786 1.88715 -1.53288  0.0503
H: -1.78351 -0.28976 0.34075  -0.2528
H: -2.65433 -1.10026 -2.04994  -0.3120
H: 0.66428 0.10546 -2.93305  0.0509
C: -4.83726 0.45781 1.04931  -0.3776
C: -4.56928 -0.38597 2.11751  -0.5459
C: -4.43455 0.13481 3.39620  -0.3589
C: -4.54627 1.50364 3.60612  -0.3377
C: -4.80735 2.34617 2.53508  -0.0638
C: -4.96387 1.82144 1.26000  -0.5751
H: -4.89895 0.05911 0.04470  0.4693
H: -4.43131 -1.44467 1.94229  0.3881
H: -4.21111 -0.52315 4.22703  0.3543
H: -4.40984 1.91302 4.60010  0.3472
H: -4.86517 3.41834 2.67940  0.3262
H: -5.13863 2.48195 0.41991  0.3149
C: -0.32894 -4.00912 -2.22889  -0.2462
C: -0.51578 -5.18476 -1.51591  -0.7228
C: -0.86256 -6.35486 -2.17976  0.0769
C: -1.02470 -6.35099 -3.55884  -0.1779
C: -0.84629 -5.17203 -4.27247  -0.4853
C: -0.49914 -4.00529 -3.60670  -0.3983
H: -0.01560 -3.09207 -1.74646  0.1981
H: -0.38567 -5.18904 -0.44074  0.3496
H: -1.00522 -7.27138 -1.61988  0.1922
H: -1.29442 -7.26399 -4.07716  0.3757
H: -0.97786 -5.16550 -5.34769  0.3639
H: -0.35784 -3.07855 -4.14847  0.3908
C: 4.64036 -2.93371 -2.45286  -0.4911
C: 5.67444 -3.69796 -2.97574  -0.0561
C: 5.41590 -4.97657 -3.45130  -0.4795
C: 4.12365 -5.48217 -3.40039  -0.5300
C: 3.08976 -4.71702 -2.87619  0.1505
C: 3.34655 -3.43624 -2.40426  -0.4190
H: 4.83630 -1.93499 -2.08182  0.3634
H: 6.68173 -3.30084 -3.00353  0.2545
H: 6.21910 -5.57682 -3.86148  0.3562
H: 3.91853 -6.47974 -3.77018  0.3699
H: 2.08333 -5.11405 -2.84471  0.1528
H: 2.55856 -2.81259 -1.99822  0.3213
C: 8.07974 -0.54781 -1.96466  -0.3124
C: 8.79202 -1.28607 -2.89961  -0.3751
C: 10.10488 -1.65500 -2.64167  -0.3787
C: 10.70777 -1.28168 -1.44844  -0.3700
C: 9.99616 -0.54269 -0.51339  -0.3746
C: 8.68214 -0.17679 -0.77078  -0.4165
H: 7.05372 -0.26665 -2.16483  0.3860
H: 8.31855 -1.57780 -3.82864  0.4384
H: 10.65679 -2.23621 -3.36961  0.3533
H: 11.73150 -1.57008 -1.24526  0.3504
H: 10.46479 -0.25465 0.41918  0.3514
H: 8.12461 0.39481 -0.04004  0.3660
C: -4.32908 7.29552 3.76445  -0.4849
C: -3.86377 8.38263 3.03775  -0.4649
C: -2.90233 8.19811 2.05235  -0.4754
C: -2.40714 6.92810 1.79186  -0.3948
C: -2.86512 5.84020 2.52378  -0.3403
C: -3.82447 6.02724 3.50935  -0.2787
H: -5.08433 7.43513 4.52789  0.3608
H: -4.24523 9.37586 3.24037  0.4127
H: -2.53420 9.04921 1.49314  0.4212
H: -1.66342 6.78132 1.01878  0.4101
H: -2.48362 4.84752 2.31778  0.4433
H: -4.18369 5.17633 4.07474  0.4125
C: -3.20823 -9.37070 -1.17028  -0.2691
C: -4.24797 -9.94708 -0.45359  -0.4582
C: -4.09596 -11.21292 0.09513  -0.3642
C: -2.90393 -11.90420 -0.07245  -0.3066
C: -1.86382 -11.32876 -0.78902  -0.5673
C: -2.01676 -10.06274 -1.33710  -0.1139
H: -3.32332 -8.38190 -1.59632  0.3407
H: -5.17621 -9.40617 -0.32092  0.3611
H: -4.90696 -11.66046 0.65586  0.3488
H: -2.78469 -12.89076 0.35760  0.3494
H: -0.93228 -11.86511 -0.91820  0.3471
H: -1.20530 -9.61373 -1.89612  0.3625
C: 0.92354 10.98848 3.51177  -0.3866
C: 0.52388 12.13485 4.18553  -0.3729
C: -0.58130 12.09590 5.02430  -0.3346
C: -1.28552 10.91080 5.18946  -0.4574
C: -0.88572 9.76455 4.51691  -0.2986
C: 0.21881 9.80434 3.67707  -0.4653
H: 1.78445 11.01851 2.85587  0.3614
H: 1.07334 13.05877 4.05572  0.3521
H: -0.89457 12.99008 5.54863  0.3530
H: -2.14957 10.87984 5.84152  0.3712
H: -1.43945 8.84246 4.63579  0.4736
H: 0.52426 8.91024 3.14847  0.3977

The charge is -1. The calculation puts the orbital gap at 7.081 eV.

***

Number 1: E -4645.70837 hartree. Number 2: E -5316.62214 hartree. Number 3: E -2402.64883 hartree.